1.
101
Properties=species:S:1:pos:R:3:forces:R:3:lowdin_charge:R:1 method="wB97M-V/def2-TZVPD" multiplicity=1 energy_ev=-585333.65544 gap_ha=0.2662 charge=-1 e_lumo_ev=1.376 largest_force_ev_per_a=4.1
C -0.28467 4.24620 -1.50792 -1.0 -0.8 1.0 -0.090
C -1.40742 3.19531 -1.14310 -0.6 -0.4 -0.2 -0.240
C -2.79336 3.69476 -1.05355 0.4 -4.1 0.0 -0.212
C -3.83583 2.73557 -0.67877 2.0 -0.6 -0.3 -0.040
C -3.48693 1.33355 -0.40933 1.0 0.0 -0.1 -0.225
C -4.59945 0.30431 0.02476 1.0 0.7 -1.0 -0.222
S -5.56746 1.00184 1.45751 -3.8 0.7 0.9 0.544
O -6.69969 1.72508 0.82188 2.2 0.1 -0.2 -0.399
O -6.17870 -0.06033 2.28353 1.9 0.3 -0.9 -0.390
N -4.70747 2.14096 2.31022 1.1 -2.6 -0.3 -0.321
S -3.65158 1.42385 3.39864 -2.1 -0.1 1.9 0.555
O -4.12772 1.75475 4.75909 1.0 0.2 -1.5 -0.383
O -3.44885 -0.02143 3.23077 0.6 1.5 -0.7 -0.364
C -2.05238 2.33814 3.23630 1.0 -0.3 -0.4 -0.262
C -0.79839 1.39953 3.16647 0.5 1.2 0.0 -0.229
F -0.85412 0.43570 2.13168 0.1 0.5 1.1 -0.091
C -2.11388 0.82055 -0.53841 -0.7 3.2 -0.6 -0.025
C -1.06401 1.78547 -0.91225 -2.4 0.1 0.4 -0.043
H -0.81213 5.19592 -1.77186 0.7 -0.7 0.0 0.065
H 0.38984 3.86174 -2.31217 -0.7 0.6 0.6 0.029
H 0.29955 4.41666 -0.55958 -0.3 0.0 -1.1 0.016
H -3.09062 4.74213 -1.24773 0.5 -1.1 -0.4 -0.020
H -4.89883 3.07495 -0.58468 1.1 -0.5 0.0 0.112
H -4.19012 -0.73305 0.22042 -0.3 1.6 0.2 0.042
H -5.28827 0.22815 -0.86483 0.2 0.0 1.3 0.107
H -2.05472 3.02065 2.34969 -0.3 -0.8 0.5 0.058
H -1.89385 2.99710 4.13590 -0.5 -1.0 -0.8 0.031
H -0.52466 0.95068 4.16220 -0.7 0.0 -1.1 0.088
H 0.07405 2.07279 2.90726 -0.8 -0.7 0.2 0.104
H -1.89706 -0.25789 -0.35590 -0.2 1.1 -0.1 0.108
H -0.02458 1.38725 -0.98944 -1.0 0.8 0.0 0.027
C -3.19198 6.31217 2.29514 0.1 -0.1 -0.1 -1.434
Cl -2.41417 7.90619 2.31806 0.0 0.1 0.1 0.478
Cl -2.82104 5.45492 0.78347 -0.1 0.6 1.8 0.648
Cl -2.69661 5.36498 3.69988 -0.4 0.5 -0.2 0.591
H -4.26673 6.45676 2.34730 0.1 0.0 0.0 0.027
C 0.71318 -1.85907 3.96497 -0.1 0.1 0.0 -1.490
Cl 0.21185 -2.97631 5.23903 -0.1 0.6 0.0 0.502
Cl 1.72742 -0.57243 4.62835 0.0 -0.1 0.0 0.529
Cl 1.57073 -2.72275 2.68391 0.0 0.0 0.0 0.528
H -0.17768 -1.40630 3.53496 0.1 0.0 0.0 0.003
C 4.66440 -4.76301 2.19926 0.1 0.0 -0.1 -1.513
Cl 6.33217 -4.58297 1.63916 -0.3 0.6 0.0 0.498
Cl 3.54214 -4.70021 0.83585 0.1 0.0 0.1 0.495
Cl 4.46703 -6.27329 3.09801 -0.1 0.2 0.0 0.499
H 4.43691 -3.93692 2.86655 0.0 -0.1 -0.1 -0.008
C 1.27028 5.78432 3.49605 -0.1 0.0 0.0 -1.521
Cl 0.91382 7.49777 3.74435 0.1 -0.1 0.0 0.514
Cl 0.41063 4.79249 4.67669 0.3 0.0 0.1 0.531
Cl 0.85238 5.29338 1.85289 0.0 0.0 0.1 0.555
H 2.33579 5.63506 3.63716 -0.1 0.0 0.0 0.012
C 2.67491 0.42167 -2.46150 -0.1 0.0 -0.1 -1.516
Cl 2.35369 2.10592 -2.02854 0.3 -0.1 0.0 0.578
Cl 1.90542 -0.67314 -1.30666 0.1 0.0 0.0 0.543
Cl 2.11988 0.08405 -4.10438 -0.1 0.2 0.2 0.488
H 3.74748 0.25871 -2.42285 -0.1 0.0 0.0 0.010
C 5.00925 -1.16902 7.37568 0.0 0.0 -0.1 -1.545
Cl 4.67757 -2.06142 5.88882 0.1 0.0 0.1 0.505
Cl 6.73760 -1.19943 7.74935 -0.1 0.0 0.0 0.513
Cl 4.43113 0.49576 7.24383 0.0 -0.1 0.0 0.517
H 4.47634 -1.65153 8.18862 0.1 0.1 -0.1 0.015
C 8.98774 -7.51521 1.28210 -0.1 0.0 0.2 -1.537
Cl 9.94204 -8.90387 1.82136 0.0 0.0 -0.1 0.514
Cl 7.52120 -7.35065 2.24938 0.4 -0.6 0.0 0.486
Cl 9.95057 -6.03358 1.35592 0.0 0.0 -0.1 0.515
H 8.69816 -7.68180 0.24950 0.1 0.0 0.1 0.016
C 3.65330 -3.64183 -5.86872 0.0 0.2 0.1 -1.537
Cl 4.18303 -2.52819 -4.60314 0.1 -0.3 -0.1 0.510
Cl 2.16032 -3.06604 -6.62119 0.2 -0.2 0.0 0.501
Cl 4.92095 -3.85311 -7.08322 -0.1 -0.1 0.1 0.522
H 3.45493 -4.60392 -5.41011 0.0 0.1 -0.1 -0.065
C -4.23447 8.10482 -2.24589 0.1 0.0 0.1 -1.526
Cl -3.31718 8.27387 -0.74514 -0.2 0.3 -0.4 0.504
Cl -3.73300 6.65509 -3.12475 0.0 0.1 0.0 0.548
Cl -5.96969 8.05865 -1.91218 0.1 0.0 0.0 0.525
H -4.03037 8.96854 -2.87038 0.0 -0.1 0.1 0.009
C 2.27974 -6.95635 -3.61833 -0.1 0.2 0.1 -1.532
Cl 2.82638 -5.81386 -2.38940 0.0 -0.1 -0.1 0.519
Cl 0.80814 -6.36910 -4.40000 0.1 -0.1 0.0 0.538
Cl 3.55253 -7.22122 -4.81636 0.0 -0.1 0.0 0.541
H 2.05686 -7.90289 -3.13643 0.1 0.1 -0.1 0.015
C -0.97116 0.69317 -7.08457 -0.1 0.1 0.1 -1.545
Cl 0.00668 -0.70226 -6.61266 -0.1 0.1 -0.1 0.477
Cl -2.43620 0.78622 -6.10278 0.1 0.0 -0.1 0.542
Cl -0.03278 2.18312 -6.94406 0.0 -0.1 0.0 0.508
H -1.26272 0.57019 -8.12260 0.1 0.0 0.1 -0.023
C -7.33255 -2.99653 0.92802 0.1 0.2 0.1 -1.525
Cl -5.65549 -2.79288 0.42741 -0.2 -0.3 0.0 0.579
Cl -8.40605 -3.01182 -0.47914 0.0 0.0 0.0 0.504
Cl -7.52646 -4.48123 1.87227 0.0 0.0 0.0 0.503
H -7.60165 -2.15089 1.55699 0.1 0.0 -0.1 0.008
C 1.16586 2.71069 -11.04840 0.1 0.1 0.2 -1.542
Cl 2.54725 2.53293 -9.96198 -0.1 0.0 -0.1 0.521
Cl -0.10446 1.55327 -10.63428 0.0 0.0 -0.1 0.527
Cl 0.54215 4.36323 -10.99696 0.0 -0.1 0.0 0.521
H 1.49860 2.50298 -12.06013 -0.1 0.0 0.1 0.012
C 1.42789 -7.43331 5.65148 -0.1 0.1 0.0 -1.530
Cl 1.09800 -8.32229 4.15905 0.0 0.0 0.1 0.517
Cl 3.15793 -7.45736 6.01876 -0.1 -0.1 0.1 0.495
Cl 0.84357 -5.77116 5.52658 0.3 -0.6 0.0 0.488
H 0.89995 -7.92266 6.46372 0.1 0.0 -0.1 0.012

2.
44
Properties=species:S:1:pos:R:3:forces:R:3:lowdin_charge:R:1 method="wB97M-V/def2-TZVPD" multiplicity=1 energy_ev=-60147.76906 gap_ha=0.3086 charge=+1 e_lumo_ev=-4.385 largest_force_ev_per_a=0.5
C 2.95873 1.45318 1.27554 0.1 0.0 0.0 -0.101
C 2.95729 -0.06436 1.47133 0.0 -0.1 0.1 -0.231
C 3.65618 -0.87764 0.35883 0.1 0.0 0.1 -0.167
C 2.72256 -1.68417 -0.55684 0.3 -0.3 0.1 -0.315
C 3.39332 -2.32139 -1.78203 0.1 -0.1 0.1 -0.088
N 1.45989 -0.93600 -0.89402 -0.3 0.0 0.0 -0.073
N 0.42647 -1.48146 -0.27386 0.2 -0.1 0.2 0.162
C -0.75860 -0.94308 -0.34217 0.1 0.2 -0.2 -0.209
C -1.87297 -1.65420 0.39301 -0.3 -0.1 -0.2 -0.635
Cl -1.45332 -3.34502 0.76198 0.0 0.0 0.0 0.691
C -2.30599 -0.91840 1.66951 0.1 0.1 0.2 -0.263
C -3.78941 -1.10922 1.99566 0.0 -0.1 0.0 -0.080
C -0.98465 0.25570 -1.06794 0.1 -0.1 0.0 -0.226
C -2.33712 0.90150 -1.05752 -0.1 0.0 -0.3 -0.187
C -2.51962 2.09731 -0.07989 -0.3 0.0 0.0 -0.688
C -3.11079 3.34103 -0.73697 0.2 0.2 0.1 -0.126
Cl -0.99548 2.51296 0.77403 0.1 0.1 0.1 0.666
C 0.09172 0.75164 -1.79085 -0.4 0.0 0.1 -0.671
I -0.15877 2.41291 -2.99651 0.0 0.1 -0.1 1.078
C 1.34488 0.12766 -1.68725 0.1 -0.1 0.0 -0.683
I 2.97546 0.79753 -2.76105 0.1 0.1 0.0 1.140
H 2.29642 1.93990 1.99771 0.1 -0.1 -0.1 0.074
H 3.96305 1.85875 1.43282 -0.1 0.0 -0.1 0.083
H 2.63476 1.75502 0.27554 0.0 0.0 0.0 0.036
H 1.92840 -0.42180 1.61038 0.1 0.0 -0.1 0.098
H 3.46111 -0.28511 2.41788 -0.1 0.1 -0.1 0.113
H 4.34639 -0.26013 -0.22345 -0.1 0.0 0.0 0.086
H 4.27485 -1.64556 0.83826 0.0 0.1 -0.2 0.129
H 2.31685 -2.49417 0.05108 -0.1 0.2 -0.1 0.145
H 3.71072 -3.33129 -1.50828 0.0 0.1 0.0 0.094
H 4.28046 -1.77416 -2.10570 -0.2 -0.1 0.0 0.043
H 2.70568 -2.41362 -2.62558 0.1 0.0 0.1 0.080
H -2.72013 -1.74082 -0.29720 0.1 0.1 0.1 0.105
H -1.68442 -1.29483 2.48852 0.0 0.1 -0.1 0.113
H -2.06048 0.14492 1.57516 0.0 -0.2 0.1 0.065
H -4.40901 -0.33414 1.53416 0.0 -0.1 0.0 0.072
H -4.14832 -2.07853 1.63676 0.1 0.1 0.1 0.079
H -3.96343 -1.08290 3.07261 0.0 0.1 -0.1 0.084
H -3.09130 0.15412 -0.80301 0.1 0.1 -0.1 0.115
H -2.56403 1.24728 -2.07095 0.1 -0.1 0.1 0.082
H -3.19650 1.76757 0.71098 0.2 0.1 -0.1 0.086
H -3.82296 3.06171 -1.51817 0.0 0.0 0.1 0.090
H -3.62826 3.94169 0.01396 0.0 0.0 -0.1 0.087
H -2.32966 3.96964 -1.17645 -0.1 -0.2 0.0 0.048

> Which of these has the lowest charge?

C24H27Cl42FNO4S2

> Look up the charge of the second one.

+1

Repeat the second record exactly.
44
Properties=species:S:1:pos:R:3:forces:R:3:lowdin_charge:R:1 method="wB97M-V/def2-TZVPD" multiplicity=1 energy_ev=-60147.76906 gap_ha=0.3086 charge=+1 e_lumo_ev=-4.385 largest_force_ev_per_a=0.5
C 2.95873 1.45318 1.27554 0.1 0.0 0.0 -0.101
C 2.95729 -0.06436 1.47133 0.0 -0.1 0.1 -0.231
C 3.65618 -0.87764 0.35883 0.1 0.0 0.1 -0.167
C 2.72256 -1.68417 -0.55684 0.3 -0.3 0.1 -0.315
C 3.39332 -2.32139 -1.78203 0.1 -0.1 0.1 -0.088
N 1.45989 -0.93600 -0.89402 -0.3 0.0 0.0 -0.073
N 0.42647 -1.48146 -0.27386 0.2 -0.1 0.2 0.162
C -0.75860 -0.94308 -0.34217 0.1 0.2 -0.2 -0.209
C -1.87297 -1.65420 0.39301 -0.3 -0.1 -0.2 -0.635
Cl -1.45332 -3.34502 0.76198 0.0 0.0 0.0 0.691
C -2.30599 -0.91840 1.66951 0.1 0.1 0.2 -0.263
C -3.78941 -1.10922 1.99566 0.0 -0.1 0.0 -0.080
C -0.98465 0.25570 -1.06794 0.1 -0.1 0.0 -0.226
C -2.33712 0.90150 -1.05752 -0.1 0.0 -0.3 -0.187
C -2.51962 2.09731 -0.07989 -0.3 0.0 0.0 -0.688
C -3.11079 3.34103 -0.73697 0.2 0.2 0.1 -0.126
Cl -0.99548 2.51296 0.77403 0.1 0.1 0.1 0.666
C 0.09172 0.75164 -1.79085 -0.4 0.0 0.1 -0.671
I -0.15877 2.41291 -2.99651 0.0 0.1 -0.1 1.078
C 1.34488 0.12766 -1.68725 0.1 -0.1 0.0 -0.683
I 2.97546 0.79753 -2.76105 0.1 0.1 0.0 1.140
H 2.29642 1.93990 1.99771 0.1 -0.1 -0.1 0.074
H 3.96305 1.85875 1.43282 -0.1 0.0 -0.1 0.083
H 2.63476 1.75502 0.27554 0.0 0.0 0.0 0.036
H 1.92840 -0.42180 1.61038 0.1 0.0 -0.1 0.098
H 3.46111 -0.28511 2.41788 -0.1 0.1 -0.1 0.113
H 4.34639 -0.26013 -0.22345 -0.1 0.0 0.0 0.086
H 4.27485 -1.64556 0.83826 0.0 0.1 -0.2 0.129
H 2.31685 -2.49417 0.05108 -0.1 0.2 -0.1 0.145
H 3.71072 -3.33129 -1.50828 0.0 0.1 0.0 0.094
H 4.28046 -1.77416 -2.10570 -0.2 -0.1 0.0 0.043
H 2.70568 -2.41362 -2.62558 0.1 0.0 0.1 0.080
H -2.72013 -1.74082 -0.29720 0.1 0.1 0.1 0.105
H -1.68442 -1.29483 2.48852 0.0 0.1 -0.1 0.113
H -2.06048 0.14492 1.57516 0.0 -0.2 0.1 0.065
H -4.40901 -0.33414 1.53416 0.0 -0.1 0.0 0.072
H -4.14832 -2.07853 1.63676 0.1 0.1 0.1 0.079
H -3.96343 -1.08290 3.07261 0.0 0.1 -0.1 0.084
H -3.09130 0.15412 -0.80301 0.1 0.1 -0.1 0.115
H -2.56403 1.24728 -2.07095 0.1 -0.1 0.1 0.082
H -3.19650 1.76757 0.71098 0.2 0.1 -0.1 0.086
H -3.82296 3.06171 -1.51817 0.0 0.0 0.1 0.090
H -3.62826 3.94169 0.01396 0.0 0.0 -0.1 0.087
H -2.32966 3.96964 -1.17645 -0.1 -0.2 0.0 0.048